Computed, not measured: the molecule C5H8N4, with the ωB97M-V functional and the def2-TZVPD basis.

Last column: Löwdin charge in e.
CARTESIAN COORDINATES (ANGSTROEM)
C: 1.28079 1.53760 -0.58965  0.020
C: -0.82226 0.80231 0.77435  -0.007
H: -1.50670 -1.78528 -1.14590  0.197
H: 2.60982 0.04544 0.23975  0.058
H: 1.56896 2.64893 -0.45340  0.107
H: 1.09486 -2.54987 0.20511  0.119
C: 0.27887 0.78491 -0.34951  -0.292
H: -1.31019 1.93075 1.07160  0.178
N: -2.94372 -0.34954 -0.25176  0.121
N: 0.43132 -0.67322 -0.62635  -0.034
N: 2.39587 -1.01568 0.43553  0.071
N: -0.91796 -1.26000 -0.38864  0.039
C: 1.25369 -1.48398 0.10498  -0.293
H: 2.25138 1.21448 -1.12498  0.099
H: -3.43957 0.27301 0.36444  0.035
H: -0.50884 0.21002 1.69655  0.125
C: -1.71634 -0.32987 0.03788  -0.543

orbital gap: 9.8 eV
SMILES: [H]/N=C\N1N/C(=N/[H])CC1=C
LUMO: 0.65 eV
ΔE to the lowest compared entry with this formula, charge and spin: 99.2 kcal per mole

Computed, not measured: a cluster of 6 separate species, C20H40Br4O8S4 in total, with the ωB97M-V functional and the def2-TZVPD basis.

Last column: Löwdin charge in e.
CARTESIAN COORDINATES (ANGSTROEM)
H: 2.22448 -2.90183 -3.78306  0.120
C: -3.39230 2.39098 3.94355  -0.223
C: 2.19007 1.67693 -0.81449  -0.199
Br: -4.38666 0.72174 0.77305  0.649
H: 5.10093 -3.11080 -3.68293  0.097
S: -0.37752 -1.85326 -0.87675  0.724
H: 0.83611 -2.73556 2.44358  0.127
H: -3.16047 4.63898 4.45663  0.100
C: -3.23170 1.87316 -0.39866  -0.667
H: 1.84714 -2.38581 0.10626  0.091
H: -1.06692 -3.49861 1.32451  0.099
H: 2.42077 -0.73919 -2.92813  0.090
C: -2.57173 -5.36996 -2.22271  -0.727
H: 1.12338 -0.84406 0.41569  0.052
H: 5.15922 -0.31523 -3.87028  0.109
C: 1.65944 3.88370 0.86909  -0.184
O: 6.39164 -1.96227 -1.90158  -0.331
H: -4.51132 1.22300 -1.87747  0.034
H: 4.03847 2.72369 -1.13339  0.098
H: -2.06111 2.20625 2.40557  0.090
O: -0.65585 3.69869 6.18253  -0.360
H: 2.85685 -0.32027 -4.56121  0.134
H: 3.40571 -2.57429 -4.92059  0.115
H: -2.62869 -1.92661 -0.10992  0.081
H: -3.82166 -6.92614 -1.11357  0.050
C: 3.19696 -2.41599 -3.86254  -0.227
C: -1.67438 -1.62920 0.32476  -0.239
O: -0.26162 2.97302 -0.63144  -0.371
H: -1.76181 -2.38615 2.44679  0.127
S: 4.96667 -1.71488 -1.92423  0.750
O: 0.46279 1.37772 1.23570  -0.346
C: 4.38406 -0.34751 -3.10466  -0.205
C: 2.97561 2.96535 -1.12755  -0.211
C: 0.92704 -1.91558 0.45329  -0.156
S: 0.80661 2.36179 0.23826  0.734
H: 2.76840 1.05765 -0.12884  0.096
S: -1.04716 3.52054 4.76684  0.747
O: -0.19314 -0.65323 -1.67893  -0.342
H: -2.38626 0.53707 3.03495  0.088
H: 1.80407 1.12342 -1.67047  0.084
H: -2.61375 -4.28139 -2.25945  0.027
H: 3.48721 4.79801 0.30454  0.100
H: -1.20779 1.25374 5.22354  0.103
H: -4.62998 -5.53203 -1.91486  0.041
C: 4.23935 -3.00155 -3.02427  -0.228
H: -2.23073 1.54817 -0.11485  0.012
Br: -2.82930 -5.97282 -4.03203  0.639
H: 2.87788 3.18377 -2.19097  0.104
H: -0.03777 1.49579 4.02057  0.094
C: -2.23142 1.58643 3.28587  -0.245
C: 0.19903 -2.10822 1.82015  -0.231
Br: -3.78092 -4.99371 0.38689  0.638
H: 1.00935 4.67172 1.24924  0.101
C: -3.75560 -5.86549 -1.35596  -0.681
H: -3.43807 2.87668 -0.02655  0.017
H: 0.20716 -1.13350 2.30797  0.101
C: 3.18207 -0.89323 -3.69285  -0.257
H: -1.83105 -0.62562 0.72018  0.053
H: -3.25763 3.61121 5.72839  0.094
C: 2.70827 4.28297 -0.25767  -0.157
H: 4.17972 0.63810 -2.68645  0.093
H: 2.16675 3.37595 1.68940  0.090
O: -0.67644 -3.19900 -1.41622  -0.354
H: 2.47637 5.10855 -0.93052  0.102
C: -1.06993 1.74922 4.26250  -0.225
H: -3.70515 1.70787 4.73322  0.111
H: 4.16369 -4.02425 -2.65488  0.121
C: -3.50802 1.64896 -1.88513  -0.541
H: -1.56792 -5.68964 -1.94297  0.052
H: -4.22609 2.63678 3.28591  0.094
Br: -3.46844 3.59108 -2.47722  0.590
O: -0.56902 4.42913 3.69284  -0.358
O: 4.23494 -1.62995 -0.64104  -0.359
H: -2.79375 1.15246 -2.54193  0.059
C: -2.89475 3.61040 4.70057  -0.221
C: -1.16436 -2.43384 1.53636  -0.276

orbital gap: 10.2 eV
SMILES: O=S1(=O)CCCC1.O=S1(=O)CCCC1.O=S1(=O)CCCC1.O=S1(=O)CCCC1.BrCCBr.BrCCBr
LUMO: 0.29 eV

Computed, not measured: a structure of composition C15H36Cl2O6PSY, with the ωB97M-V functional and the def2-TZVPD basis.

Last column: Löwdin charge in e.
CARTESIAN COORDINATES (ANGSTROEM)
H: -1.00140 -6.80326 1.96503  0.107
H: 4.15419 2.10999 -3.20467  0.081
C: -0.23963 2.68609 1.53256  -0.219
H: 2.91178 -2.35925 -1.89518  0.057
O: -1.12319 -2.07266 -0.84507  -0.392
C: 2.76396 -3.09178 -2.68746  -0.022
H: 1.00449 -4.71574 -4.09251  0.099
H: 1.91486 2.87514 1.65323  0.090
O: 0.56911 -3.63397 -1.82746  -0.141
C: -2.55847 -0.63192 2.17605  -0.811
H: 0.55897 -6.37226 1.27330  0.086
C: -0.33929 -5.96859 1.73401  -0.007
H: -2.45060 2.89647 -0.09240  0.119
H: 3.74257 -3.46941 -2.98890  0.107
C: -1.05014 -5.00928 0.80853  -0.552
P: 0.15067 -2.89351 -0.53446  0.255
H: -1.68356 1.19502 -1.97903  0.053
H: -0.61921 2.49736 -2.53201  0.083
H: 1.18092 2.08787 3.05369  0.096
H: -0.06947 -5.48379 2.66943  0.098
O: 1.30868 0.75614 -1.59223  -0.656
H: 3.42724 0.11727 0.09899  0.060
C: 3.81725 0.48541 -0.84946  -0.214
C: 1.91425 -4.24174 -2.19755  -0.555
H: 1.37742 1.21315 1.54741  0.041
Cl: -3.04014 0.05765 0.60528  0.666
H: 2.73056 -4.23888 -0.18101  0.092
H: -2.38489 2.68328 -2.49980  0.108
H: -2.10832 -6.41814 -0.34428  0.111
C: -1.37660 -5.63001 -0.52766  -0.015
H: -1.99793 -3.91454 2.40192  0.085
C: -1.52312 2.29306 -1.95980  -0.059
H: -0.50570 -6.08124 -0.99299  0.079
S: 2.60072 1.59379 -1.52946  0.952
H: -2.89678 0.04129 2.95884  0.055
H: 3.16208 0.67828 -3.64326  0.075
H: 2.48660 -5.60308 -3.73992  0.106
H: 0.98941 -6.05280 -2.93111  0.088
Y: -0.24195 -0.19805 -0.36705  1.360
O: 1.16097 -1.80158 -0.11219  -0.383
H: -2.70881 -3.62765 0.78471  0.081
H: -0.24659 3.77258 1.42072  0.135
C: 1.56731 -5.21063 -3.30423  -0.009
H: 4.72735 1.05482 -0.66998  0.079
H: -1.82576 -4.92572 -1.22436  0.095
C: 2.50076 -4.93103 -0.98768  -0.014
Cl: -0.77375 -0.79354 2.34539  0.670
O: -0.55994 2.10546 0.24862  -0.363
C: -1.46521 2.88385 -0.56821  -0.233
C: -2.26654 -4.37062 1.44908  -0.024
H: -1.03222 2.42031 2.23875  0.122
C: 3.15525 1.67771 -3.21352  -0.213
H: 3.99735 -0.34407 -1.52912  0.061
C: 1.12620 2.19804 1.97387  -0.056
H: -2.97197 -1.63419 2.24414  0.032
H: -3.02278 -5.13101 1.64452  0.107
H: 1.83770 -5.70862 -0.61523  0.078
H: 2.30663 -2.61063 -3.55125  0.098
H: 3.43533 -5.41137 -1.28169  0.110
H: 2.48135 2.33522 -3.75645  0.070
H: -1.08416 3.90697 -0.60403  0.139
O: -0.05612 -3.86869 0.64456  -0.149

orbital gap: 10.6 eV
LUMO: -5.47 eV
charge: +2
ΔE to the lowest compared entry with this formula, charge and spin: 11.9 kcal per mole